1.
The following is a DFT calculation (ωB97M-V/def2-TZVPD) of the molecule C4H6N2.

```
! RIJCOSX wB97M-V def2-TZVPD def2/J DEFGRID3
* xyz 0 1
C -1.698 -0.350 0.027
C -0.268 0.083 0.035
C 0.355 1.333 0.276
N 1.681 1.274 0.191
N 1.925 -0.063 -0.115
C 0.780 -0.760 -0.212
H -2.334 0.353 -0.517
H -1.776 -1.322 -0.474
H -2.101 -0.472 1.038
H -0.119 2.292 0.492
H 2.805 -0.555 -0.287
H 0.748 -1.814 -0.453
*
```

Its energy relative to the best compared isomer or geometry (same formula, charge and spin) is 17.9 kcal per mole. The maximum force is 1.64 eV/Å. The SMILES is Cc1cn[nH]c1. The value obtained for the frontier orbital gap is 9.934 eV.

In the natural (NBO) picture, each atom carries the following charge in e: number 1, C, carries -0.619; number 2, C, carries -0.155; number 3, C, carries -0.046; number 4, N, carries -0.259; number 5, N, carries -0.358; number 6, C, carries -0.042; number 7, H, carries 0.218; number 8, H, carries 0.214; number 9, H, carries 0.216; number 10, H, carries 0.210; number 11, H, carries 0.411; number 12, H, carries 0.211



2.
The following is a DFT calculation (ωB97M-V/def2-TZVPD) of the molecule C6H10.

```
! RIJCOSX wB97M-V def2-TZVPD def2/J DEFGRID3
* xyz 0 1
C -0.612 0.841 1.573
C -0.368 -0.051 0.389
C 0.947 -0.650 0.520
C 1.793 -0.683 -0.743
C -0.839 0.401 -0.948
C -2.005 -0.305 -0.329
H -0.305 0.460 2.557
H -0.032 1.741 1.316
H -1.678 1.130 1.681
H 1.008 -1.581 1.076
H 1.779 0.303 -1.214
H 2.831 -0.974 -0.534
H 1.513 -1.459 -1.487
H -0.711 1.484 -1.073
H -0.447 -0.201 -1.780
H -2.875 -0.455 -1.004
*
```

Its energy relative to the best compared isomer or geometry (same formula, charge and spin) is 173.2 kcal per mole. The maximum force is 4.06 eV/Å. The value obtained for the frontier orbital gap is 5.699 eV.

In the natural (NBO) picture, each atom carries the following charge in e: number 1, C, carries -0.630; number 2, C, carries 0.005; number 3, C, carries -0.257; number 4, C, carries -0.670; number 5, C, carries -0.617; number 6, C, carries 0.045; number 7, H, carries 0.235; number 8, H, carries 0.210; number 9, H, carries 0.207; number 10, H, carries 0.195; number 11, H, carries 0.199; number 12, H, carries 0.227; number 13, H, carries 0.204; number 14, H, carries 0.247; number 15, H, carries 0.245; number 16, H, carries 0.152



3.
The following is a DFT calculation (ωB97M-V/def2-TZVPD) of the molecule C4H7NO.

```
! RIJCOSX wB97M-V def2-TZVPD def2/J DEFGRID3
* xyz 0 1
O 2.537 0.955 -0.399
C 1.397 0.497 -0.266
C 1.450 -0.875 -0.695
C -0.948 -0.913 0.297
C -1.028 0.579 -0.004
N 0.293 1.178 0.117
H -0.261 -1.402 -0.426
H 1.831 -1.504 0.125
H -1.910 -1.404 0.137
H -0.610 -1.099 1.320
H -1.436 0.731 -1.013
H -1.702 1.072 0.705
H 0.387 2.185 0.104
*
```

Its energy relative to the best compared isomer or geometry (same formula, charge and spin) is 94.7 kcal per mole. The maximum force is 0.21 eV/Å. The value obtained for the frontier orbital gap is 9.109 eV.

In the natural (NBO) picture, each atom carries the following charge in e: number 1, O, carries -0.580; number 2, C, carries 0.495; number 3, C, carries -0.138; number 4, C, carries -0.590; number 5, C, carries -0.214; number 6, N, carries -0.611; number 7, H, carries 0.221; number 8, H, carries 0.160; number 9, H, carries 0.234; number 10, H, carries 0.220; number 11, H, carries 0.189; number 12, H, carries 0.205; number 13, H, carries 0.408



4.
The following is a DFT calculation (ωB97M-V/def2-TZVPD) of a structure of composition C6H8Br2N2S.

```
! RIJCOSX wB97M-V def2-TZVPD def2/J DEFGRID3
* xyz 0 1
C 3.120 -0.975 -0.649
C 2.208 -0.825 0.453
C 0.538 1.690 1.476
C 0.101 -1.442 1.824
C 0.186 1.053 0.226
C 0.736 -0.936 0.553
N 4.317 -0.550 -0.339
N 2.877 -0.442 1.542
S 4.447 -0.148 1.222
Br 1.094 1.526 -1.369
Br -0.154 -1.916 -0.836
H 2.885 -1.213 -1.635
H 1.596 1.377 1.785
H 0.527 2.832 1.456
H -0.110 1.219 2.252
H 0.311 -0.893 2.691
H 0.479 -2.376 1.970
H -0.927 -1.390 1.779
H -0.921 0.881 -0.099
*
```

Its energy relative to the best compared isomer or geometry (same formula, charge and spin) is 26.5 kcal per mole. The maximum force is 4.94 eV/Å. The value obtained for the frontier orbital gap is 9.141 eV.

In the natural (NBO) picture, each atom carries the following charge in e: number 1, C, carries -0.010; number 2, C, carries 0.047; number 3, C, carries -0.720; number 4, C, carries -0.659; number 5, C, carries -0.215; number 6, C, carries -0.033; number 7, N, carries -0.601; number 8, N, carries -0.644; number 9, S, carries 0.879; number 10, Br, carries 0.051; number 11, Br, carries 0.043; number 12, H, carries 0.225; number 13, H, carries 0.257; number 14, H, carries 0.242; number 15, H, carries 0.233; number 16, H, carries 0.224; number 17, H, carries 0.224; number 18, H, carries 0.221; number 19, H, carries 0.235



5.
The following is a DFT calculation (ωB97M-V/def2-TZVPD) of a structure of composition C28H63AsF9N9O12S.

```
! RIJCOSX wB97M-V def2-TZVPD def2/J DEFGRID3
* xyz -2 1
As -0.040 -0.276 -0.378
F 0.500 -0.411 1.303
F -0.339 -2.053 -0.323
F -0.581 -0.286 -2.125
F 0.307 1.463 -0.440
F 1.582 -0.465 -1.058
F -1.677 0.160 0.127
C 3.049 0.683 -4.539
F 4.145 -0.103 -4.495
F 2.501 0.777 -3.354
F 3.296 1.980 -4.692
S 1.717 -0.036 -5.729
O 1.968 -1.460 -5.781
O 0.317 0.161 -5.211
O 1.922 0.581 -7.014
C -4.810 3.512 -1.496
O -4.498 2.446 -2.029
N -4.177 4.017 -0.386
C -4.671 5.317 0.075
C -3.006 3.389 0.245
H -5.573 4.198 -1.896
H -3.855 5.869 0.541
H -5.529 5.217 0.740
H -4.944 5.999 -0.730
H -2.162 4.049 0.443
H -3.335 3.177 1.263
H -2.769 2.453 -0.261
C 2.587 3.695 3.490
O 2.311 3.462 4.679
N 1.706 3.808 2.548
C 0.278 3.750 2.723
C 2.124 3.910 1.128
H 3.633 3.853 3.186
H -0.211 2.979 2.129
H -0.210 4.682 2.438
H 0.026 3.571 3.768
H 1.579 4.629 0.517
H 3.178 4.174 1.037
H 1.953 2.911 0.726
C -2.655 -5.877 2.551
O -3.672 -6.259 1.946
N -1.802 -4.990 2.027
C -0.777 -4.289 2.931
C -1.797 -4.558 0.648
H -2.410 -6.063 3.609
H -0.927 -4.298 4.011
H -0.768 -3.234 2.657
H 0.167 -4.775 2.685
H -2.605 -3.841 0.498
H -0.841 -4.179 0.287
H -2.073 -5.329 -0.072
C 4.164 1.112 1.407
O 4.396 1.020 2.571
N 4.741 1.977 0.517
C 5.007 1.604 -0.939
C 5.472 3.159 0.939
H 3.407 0.464 0.940
H 4.514 0.690 -1.269
H 6.077 1.397 -0.975
H 4.773 2.442 -1.596
H 5.426 3.309 2.017
H 6.517 3.072 0.641
H 5.029 4.017 0.433
C -3.468 -0.427 -2.287
O -2.949 -0.621 -3.392
N -4.087 -1.377 -1.561
C -4.352 -2.733 -1.908
C -4.459 -1.150 -0.160
H -3.429 0.499 -1.692
H -5.164 -3.109 -1.286
H -3.562 -3.440 -1.652
H -4.419 -2.873 -2.987
H -5.481 -1.441 0.084
H -3.771 -1.658 0.515
H -4.361 -0.080 0.026
C -0.286 -2.651 -3.681
O -1.015 -1.956 -4.425
N -0.523 -4.003 -3.520
C 0.431 -4.826 -2.885
C -1.545 -4.687 -4.234
H 0.498 -2.341 -2.972
H 1.175 -5.234 -3.569
H -0.079 -5.464 -2.163
H 1.084 -4.100 -2.400
H -1.795 -4.116 -5.128
H -1.225 -5.670 -4.582
H -2.381 -4.888 -3.564
C -1.392 0.933 3.807
O -2.570 1.217 3.646
N -0.872 0.505 4.937
C 0.598 -0.065 5.055
C -1.500 0.601 6.258
H -0.690 0.849 2.963
H 1.207 0.611 5.656
H 1.077 -0.232 4.090
H 0.648 -1.039 5.540
H -2.384 1.236 6.199
H -1.945 -0.373 6.461
H -0.772 0.870 7.024
C 2.618 -3.885 0.901
O 2.722 -5.010 0.378
N 3.069 -3.533 2.091
C 2.822 -2.211 2.564
C 3.913 -4.418 2.802
H 2.067 -3.083 0.385
H 2.229 -1.609 1.875
H 3.795 -1.728 2.649
H 2.169 -2.131 3.433
H 3.368 -4.812 3.660
H 4.217 -5.338 2.303
H 4.832 -3.957 3.165
C -1.260 2.507 -3.057
O -1.502 1.619 -3.933
N -0.217 3.367 -3.134
C -0.100 4.457 -2.142
C 0.681 3.452 -4.284
H -1.789 2.537 -2.092
H 0.834 4.378 -1.586
H -0.968 4.528 -1.487
H -0.089 5.416 -2.661
H 0.650 2.566 -4.918
H 0.360 4.283 -4.912
H 1.680 3.487 -3.848
*
```

The maximum force is 5.41 eV/Å. The value obtained for the frontier orbital gap is 6.175 eV.

Results of the Mulliken charge analysis, in e, for atoms 1 through 99: number 1, As, carries 2.233; number 2, F, carries -0.173; number 3, F, carries -0.296; number 4, F, carries -0.513; number 5, F, carries -0.387; number 6, F, carries -0.550; number 7, F, carries -0.347; number 8, C, carries 0.532; number 9, F, carries -0.240; number 10, F, carries -0.182; number 11, F, carries -0.231; number 12, S, carries 1.004; number 13, O, carries -0.708; number 14, O, carries -0.406; number 15, O, carries -0.748; number 16, C, carries -0.132; number 17, O, carries -0.466; number 18, N, carries 0.348; number 19, C, carries -1.181; number 20, C, carries -0.006; number 21, H, carries 0.293; number 22, H, carries 0.338; number 23, H, carries 0.318; number 24, H, carries 0.421; number 25, H, carries 0.047; number 26, H, carries 0.578; number 27, H, carries -0.679; number 28, C, carries 0.213; number 29, O, carries -0.679; number 30, N, carries 0.234; number 31, C, carries -0.704; number 32, C, carries -0.538; number 33, H, carries 0.199; number 34, H, carries -0.050; number 35, H, carries 0.317; number 36, H, carries 0.355; number 37, H, carries 0.381; number 38, H, carries 0.056; number 39, H, carries 0.081; number 40, C, carries 0.043; number 41, O, carries -0.634; number 42, N, carries 0.292; number 43, C, carries -0.884; number 44, C, carries -0.959; number 45, H, carries 0.268; number 46, H, carries 0.376; number 47, H, carries 0.131; number 48, H, carries 0.362; number 49, H, carries 0.281; number 50, H, carries 0.224; number 51, H, carries 0.352; number 52, C, carries 0.406; number 53, O, carries -0.638; number 54, N, carries 0.392; number 55, C, carries -1.114; number 56, C, carries -1.163; number 57, H, carries 0.098; number 58, H, carries 0.278; number 59, H, carries 0.414; number 60, H, carries 0.354; number 61, H, carries 0.263; number 62, H, carries 0.359; number 63, H, carries 0.365; number 64, C, carries 0.781; number 65, O, carries -0.616; number 66, N, carries 0.194; number 67, C, carries -0.752; number 68, C, carries -0.878; number 69, H, carries -0.225; number 70, H, carries 0.357; number 71, H, carries -0.013; number 72, H, carries 0.349; number 73, H, carries 0.478; number 74, H, carries 0.127; number 75, H, carries 0.135; number 76, C, carries 0.665; number 77, O, carries -0.637; number 78, N, carries 0.397; number 79, C, carries -0.864; number 80, C, carries -1.132; number 81, H, carries -0.221; number 82, H, carries 0.328; number 83, H, carries 0.352; number 84, H, carries 0.098; number 85, H, carries 0.318; number 86, H, carries 0.437; number 87, H, carries 0.199; number 88, C, carries 0.572; number 89, O, carries -0.723; number 90, N, carries 0.091; number 91, C, carries -0.566; number 92, C, carries -1.111; number 93, H, carries 0.082; number 94, H, carries 0.409; number 95, H, carries -0.244; number 96, H, carries 0.411; number 97, H, carries 0.373; number 98, H, carries 0.332; number 99, H, carries 0.304



- frontier orbital gap of number 3 (C4H7NO)?
  9.109 eV